No. 1
{"formula": "C5H12N2O", "method": "ωB97M-V/def2-TZVPD", "homo_lumo_gap_ha": 0.3792, "total_charge": 0, "spin_multiplicity": 1, "homo_energy_ha": -0.3426, "lumo_ev": 1.0, "species": ["C", "C", "N", "C", "O", "H", "H", "H", "H", "H", "H", "H", "N", "C", "C", "H", "H", "H", "H", "H"], "coordinates": [[-0.11, -1.30, -1.58], [0.84, -0.18, 0.55], [1.30, 1.00, 1.18], [0.11, 0.02, -0.81], [1.93, -1.02, 0.45], [1.91, -1.51, 1.29], [1.94, 1.48, 0.54], [1.77, 0.73, 2.04], [0.78, 0.62, -1.45], [-0.40, -1.09, -2.61], [-0.91, -1.89, -1.14], [0.79, -1.92, -1.61], [-0.09, -0.75, 1.55], [-1.24, 0.75, -0.76], [-1.69, 1.72, 0.06], [-0.63, 0.01, 1.95], [-0.65, -1.51, 1.18], [-1.83, 0.62, -1.66], [-1.21, 1.97, 1.00], [-2.62, 2.23, -0.17]], "lowdin_charge": [-0.074, -0.699, 0.097, -0.283, -0.005, 0.102, 0.094, 0.090, 0.142, 0.079, 0.078, 0.076, 0.099, -0.143, 0.005, 0.071, 0.082, 0.097, 0.041, 0.050]}

No. 2
{"formula": "C17H23N3O6", "method": "ωB97M-V/def2-TZVPD", "homo_lumo_gap_ha": 0.3290, "total_charge": 0, "spin_multiplicity": 1, "homo_energy_ha": -0.3136, "lumo_ev": 0.4, "species": ["O", "O", "O", "O", "O", "O", "C", "C", "C", "C", "C", "C", "C", "C", "C", "C", "N", "N", "N", "C", "C", "C", "C", "C", "C", "C", "H", "H", "H", "H", "H", "H", "H", "H", "H", "H", "H", "H", "H", "H", "H", "H", "H", "H", "H", "H", "H", "H", "H"], "coordinates": [[2.76, -0.94, 0.66], [4.45, 0.48, -3.24], [-3.29, 1.88, 1.67], [0.00, 2.49, -1.10], [4.25, -1.55, -4.06], [-3.46, -4.40, 2.62], [3.29, -0.05, 0.00], [3.67, -0.33, -3.76], [-2.41, 1.85, 0.86], [0.32, 1.30, -0.78], [-1.49, -3.01, 2.32], [-3.61, -2.10, 3.04], [-1.01, -1.69, 2.38], [-3.01, -0.80, 3.02], [-2.86, -3.20, 2.59], [-1.67, -0.54, 2.72], [-2.68, 1.92, -0.45], [-0.19, 0.91, 0.31], [2.61, 0.63, -0.93], [4.71, 0.45, 0.34], [-4.04, 1.75, -1.10], [2.17, -0.25, -3.81], [-1.07, 0.86, 2.68], [1.40, 0.73, -2.98], [-0.98, 1.65, 1.31], [1.27, 0.38, -1.50], [5.16, -1.75, -3.77], [-4.06, -4.67, 3.33], [-0.80, -3.86, 2.06], [-4.64, -2.20, 2.95], [0.15, -1.59, 2.35], [-3.77, -0.03, 3.13], [-1.92, 2.19, -1.12], [0.16, 0.04, 0.67], [3.11, 1.29, -1.49], [5.35, -0.38, 0.78], [4.86, 1.43, 0.82], [5.22, 0.59, -0.58], [-4.83, 1.87, -0.34], [-4.11, 2.57, -1.75], [-4.00, 0.78, -1.66], [2.00, 0.03, -4.76], [1.81, -1.27, -3.63], [-1.55, 1.36, 3.43], [-0.03, 0.72, 3.03], [1.94, 1.71, -3.07], [0.40, 0.73, -3.29], [-0.61, 2.64, 1.34], [1.02, -0.64, -1.23]], "lowdin_charge": [0.030, 0.050, 0.069, 0.002, 0.069, 0.037, -0.512, -0.417, -0.494, -0.448, -0.005, -0.002, -0.080, -0.013, -0.344, -0.231, 0.033, 0.144, 0.108, 0.007, -0.024, -0.089, -0.056, -0.117, -0.121, -0.187, 0.139, 0.126, 0.130, 0.090, 0.142, 0.105, 0.119, 0.125, 0.122, 0.108, 0.093, 0.033, 0.084, 0.054, 0.092, 0.098, 0.144, 0.086, 0.125, 0.157, 0.112, 0.148, 0.160]}

No. 3
{"formula": "C3H6Br3NO", "method": "ωB97M-V/def2-TZVPD", "homo_lumo_gap_ha": 0.3458, "total_charge": 0, "spin_multiplicity": 1, "homo_energy_ha": -0.3570, "lumo_ev": -0.3, "species": ["C", "Br", "Br", "Br", "H", "O", "C", "N", "C", "H", "H", "H", "H", "H"], "coordinates": [[-0.98, -2.27, -2.96], [-0.30, -0.49, -2.64], [-2.22, -2.29, -4.42], [-1.78, -2.97, -1.35], [-0.14, -2.90, -3.19], [-0.15, 0.50, 3.10], [0.28, 0.89, 2.03], [-0.02, 0.29, 0.85], [1.24, 2.05, 1.94], [0.26, 0.68, -0.03], [-0.67, -0.48, 0.85], [1.20, 2.58, 0.99], [2.25, 1.66, 2.07], [1.03, 2.75, 2.74]], "lowdin_charge": [-1.644, 0.585, 0.591, 0.567, -0.028, 0.037, -0.603, 0.146, -0.016, 0.037, 0.086, 0.073, 0.087, 0.082]}

No. 4
{"formula": "CH3N2S", "method": "ωB97M-V/def2-TZVPD", "homo_lumo_gap_ha": [0.3079, 0.3055], "total_charge": 1, "spin_multiplicity": 1, "homo_energy_ha": [-0.5494, -0.5482], "lumo_ev": [-6.6, -6.6], "species": ["C", "N", "N", "S", "H", "H", "H"], "coordinates": [[0.31, -0.92, 0.32], [1.81, 0.93, 0.11], [-0.89, -0.74, -0.03], [1.89, -0.58, -0.09], [2.69, 1.40, 0.31], [-1.18, -0.33, -0.93], [-1.66, -0.99, 0.59]], "lowdin_charge": [-0.315, -0.288, 0.162, 1.073, 0.037, 0.168, 0.162]}

No. 5
{"formula": "C3H4ClN3O", "method": "ωB97M-V/def2-TZVPD", "homo_lumo_gap_ha": [0.3475, 0.3476], "total_charge": 0, "spin_multiplicity": 1, "homo_energy_ha": [-0.3271, -0.3271], "lumo_ev": [0.6, 0.6], "species": ["C", "C", "C", "N", "N", "N", "O", "Cl", "H", "H", "H", "H"], "coordinates": [[0.91, -1.55, 0.32], [1.58, -0.35, 0.26], [-1.69, 0.67, -0.25], [-0.40, -1.42, 0.29], [-0.62, -0.12, 0.34], [0.67, 0.62, 0.30], [0.74, 1.84, 0.18], [3.21, 0.02, -0.09], [1.32, -2.46, -0.02], [-1.50, 0.69, -1.28], [-2.71, 0.34, -0.10], [-1.50, 1.72, 0.04]], "lowdin_charge": [-0.156, -0.663, 0.000, 0.093, -0.106, -0.230, -0.035, 0.738, 0.101, 0.073, 0.089, 0.097]}

No. 6
{"formula": "C23H38Br2F6INO6", "method": "ωB97M-V/def2-TZVPD", "homo_lumo_gap_ha": 0.3227, "total_charge": 0, "spin_multiplicity": 1, "homo_energy_ha": -0.3311, "lumo_ev": -0.2, "species": ["C", "O", "C", "C", "C", "C", "C", "C", "C", "C", "C", "O", "C", "C", "N", "I", "C", "Br", "C", "C", "Br", "H", "H", "H", "H", "H", "H", "H", "H", "H", "H", "H", "H", "H", "H", "H", "H", "H", "H", "H", "H", "H", "H", "H", "H", "H", "H", "H", "H", "C", "C", "O", "C", "O", "C", "F", "F", "F", "H", "H", "H", "H", "H", "C", "C", "O", "C", "O", "C", "F", "F", "F", "H", "H", "H", "H", "H"], "coordinates": [[-1.47, -2.41, 3.21], [-0.37, -3.29, 2.85], [-0.14, -3.13, 1.41], [1.42, -3.28, 1.14], [2.06, -2.08, 0.32], [1.29, -1.77, -1.07], [2.13, -0.63, -1.79], [1.52, -0.10, -3.17], [-0.06, 0.13, -3.20], [-0.40, 1.62, -3.64], [-0.95, 2.64, -2.57], [-1.90, 3.53, -3.25], [-1.13, 4.71, -3.61], [-1.65, 2.12, -1.25], [-2.23, 3.37, -0.63], [-0.06, 1.51, 0.12], [-2.85, 1.11, -1.41], [-3.48, 0.35, -3.15], [-3.66, 0.67, -0.32], [-4.87, -0.36, -0.54], [-3.41, 1.26, 1.54], [-1.87, -2.66, 4.25], [-1.15, -1.31, 3.20], [-2.33, -2.58, 2.48], [-0.70, -3.93, 0.83], [-0.46, -2.07, 1.17], [1.93, -3.28, 2.17], [1.71, -4.27, 0.65], [1.93, -1.12, 0.94], [3.18, -2.18, 0.14], [1.28, -2.74, -1.66], [0.24, -1.46, -0.76], [3.15, -1.09, -2.05], [2.38, 0.26, -1.11], [1.79, -0.88, -3.97], [2.13, 0.83, -3.46], [-0.61, -0.24, -2.27], [-0.45, -0.55, -4.04], [0.52, 2.09, -4.14], [-1.17, 1.55, -4.49], [-0.09, 3.32, -2.25], [-1.70, 5.41, -4.29], [-0.16, 4.43, -4.14], [-0.87, 5.32, -2.67], [-1.98, 3.41, 0.37], [-3.25, 3.37, -0.75], [-4.52, -1.31, -1.07], [-5.26, -0.71, 0.48], [-5.76, 0.12, -1.06], [-4.90, 7.69, 2.51], [-4.88, 6.19, 2.31], [-3.52, 5.71, 2.31], [-2.98, 5.49, 3.52], [-3.54, 5.67, 4.57], [-1.57, 4.93, 3.37], [-0.85, 5.57, 2.44], [-1.58, 3.63, 3.02], [-0.86, 5.00, 4.51], [-4.28, 8.19, 1.76], [-5.92, 8.08, 2.43], [-4.50, 7.97, 3.48], [-5.30, 5.94, 1.34], [-5.48, 5.68, 3.07], [6.59, -8.36, 0.42], [5.40, -7.60, 0.99], [5.70, -6.20, 1.10], [5.54, -5.47, -0.02], [5.18, -5.92, -1.07], [5.84, -4.00, 0.25], [6.95, -3.83, 0.99], [4.84, -3.41, 0.92], [6.03, -3.29, -0.87], [7.49, -8.17, 1.02], [6.39, -9.43, 0.41], [6.81, -8.03, -0.60], [5.19, -7.96, 1.99], [4.50, -7.76, 0.39]], "lowdin_charge": [-0.127, -0.233, -0.212, -0.171, -0.215, -0.226, -0.264, -0.202, -0.232, -0.175, -0.399, -0.214, -0.110, -0.767, -0.012, 1.030, -0.566, 0.778, -0.670, -0.200, 0.677, 0.096, 0.092, 0.092, 0.132, 0.096, 0.118, 0.113, 0.103, 0.088, 0.124, 0.052, 0.114, 0.065, 0.111, 0.107, 0.054, 0.107, 0.114, 0.099, 0.118, 0.093, 0.098, 0.102, -0.016, 0.078, 0.066, 0.063, 0.080, -0.061, -0.204, 0.016, -0.374, 0.171, -0.522, 0.158, 0.107, 0.167, 0.084, 0.083, 0.079, 0.126, 0.126, -0.062, -0.204, 0.025, -0.374, 0.168, -0.518, 0.160, 0.147, 0.162, 0.084, 0.083, 0.078, 0.126, 0.126]}

Number 6 is which compound?
C23H38Br2F6INO6

Repeat the second record exactly.
{"formula": "C17H23N3O6", "method": "ωB97M-V/def2-TZVPD", "homo_lumo_gap_ha": 0.3290, "total_charge": 0, "spin_multiplicity": 1, "homo_energy_ha": -0.3136, "lumo_ev": 0.4, "species": ["O", "O", "O", "O", "O", "O", "C", "C", "C", "C", "C", "C", "C", "C", "C", "C", "N", "N", "N", "C", "C", "C", "C", "C", "C", "C", "H", "H", "H", "H", "H", "H", "H", "H", "H", "H", "H", "H", "H", "H", "H", "H", "H", "H", "H", "H", "H", "H", "H"], "coordinates": [[2.76, -0.94, 0.66], [4.45, 0.48, -3.24], [-3.29, 1.88, 1.67], [0.00, 2.49, -1.10], [4.25, -1.55, -4.06], [-3.46, -4.40, 2.62], [3.29, -0.05, 0.00], [3.67, -0.33, -3.76], [-2.41, 1.85, 0.86], [0.32, 1.30, -0.78], [-1.49, -3.01, 2.32], [-3.61, -2.10, 3.04], [-1.01, -1.69, 2.38], [-3.01, -0.80, 3.02], [-2.86, -3.20, 2.59], [-1.67, -0.54, 2.72], [-2.68, 1.92, -0.45], [-0.19, 0.91, 0.31], [2.61, 0.63, -0.93], [4.71, 0.45, 0.34], [-4.04, 1.75, -1.10], [2.17, -0.25, -3.81], [-1.07, 0.86, 2.68], [1.40, 0.73, -2.98], [-0.98, 1.65, 1.31], [1.27, 0.38, -1.50], [5.16, -1.75, -3.77], [-4.06, -4.67, 3.33], [-0.80, -3.86, 2.06], [-4.64, -2.20, 2.95], [0.15, -1.59, 2.35], [-3.77, -0.03, 3.13], [-1.92, 2.19, -1.12], [0.16, 0.04, 0.67], [3.11, 1.29, -1.49], [5.35, -0.38, 0.78], [4.86, 1.43, 0.82], [5.22, 0.59, -0.58], [-4.83, 1.87, -0.34], [-4.11, 2.57, -1.75], [-4.00, 0.78, -1.66], [2.00, 0.03, -4.76], [1.81, -1.27, -3.63], [-1.55, 1.36, 3.43], [-0.03, 0.72, 3.03], [1.94, 1.71, -3.07], [0.40, 0.73, -3.29], [-0.61, 2.64, 1.34], [1.02, -0.64, -1.23]], "lowdin_charge": [0.030, 0.050, 0.069, 0.002, 0.069, 0.037, -0.512, -0.417, -0.494, -0.448, -0.005, -0.002, -0.080, -0.013, -0.344, -0.231, 0.033, 0.144, 0.108, 0.007, -0.024, -0.089, -0.056, -0.117, -0.121, -0.187, 0.139, 0.126, 0.130, 0.090, 0.142, 0.105, 0.119, 0.125, 0.122, 0.108, 0.093, 0.033, 0.084, 0.054, 0.092, 0.098, 0.144, 0.086, 0.125, 0.157, 0.112, 0.148, 0.160]}